No. 1
{
  "formula": "C14H39NO6",
  "method": "ωB97M-V/def2-TZVPD",
  "species": ["C", "C", "C", "C", "C", "C", "C", "C", "C", "N", "O", "H", "H", "H", "H", "H", "H", "H", "H", "H", "H", "H", "H", "H", "H", "H", "H", "H", "H", "H", "C", "O", "H", "H", "H", "H", "C", "O", "H", "H", "H", "H", "C", "O", "H", "H", "H", "H", "C", "O", "H", "H", "H", "H", "C", "O", "H", "H", "H", "H"],
  "coordinates": [[-22.609, -26.053, -19.003], [-22.329, -27.408, -19.694], [-22.806, -28.586, -18.793], [-23.292, -27.500, -20.963], [-22.927, -28.514, -22.008], [-21.478, -28.352, -22.331], [-20.452, -28.423, -21.112], [-20.169, -29.889, -20.677], [-19.184, -27.857, -21.730], [-20.889, -27.495, -20.017], [-20.029, -27.436, -18.895], [-22.335, -25.157, -19.560], [-23.629, -26.008, -18.622], [-21.994, -25.917, -18.113], [-22.238, -28.713, -17.871], [-23.857, -28.417, -18.556], [-22.773, -29.539, -19.321], [-24.347, -27.656, -20.739], [-23.369, -26.477, -21.330], [-23.222, -29.488, -21.616], [-23.540, -28.373, -22.897], [-21.346, -27.377, -22.800], [-21.052, -29.100, -23.000], [-19.565, -29.846, -19.771], [-19.611, -30.483, -21.400], [-21.132, -30.360, -20.481], [-18.514, -27.479, -20.958], [-19.241, -26.989, -22.388], [-18.538, -28.594, -22.207], [-19.651, -26.559, -18.988], [-28.867, -24.705, -18.633], [-30.167, -25.329, -18.824], [-28.987, -23.648, -18.868], [-28.565, -24.596, -17.592], [-28.113, -25.223, -19.225], [-30.309, -25.733, -17.965], [-24.456, -20.075, -18.562], [-25.871, -20.286, -18.354], [-23.787, -20.910, -18.352], [-24.267, -19.777, -19.594], [-24.168, -19.257, -17.902], [-26.346, -19.452, -18.376], [-25.723, -23.349, -19.026], [-26.273, -22.506, -19.974], [-26.108, -23.090, -18.040], [-25.947, -24.405, -19.183], [-24.650, -23.162, -19.066], [-26.242, -21.625, -19.594], [-22.312, -23.110, -16.508], [-21.092, -23.304, -17.155], [-22.364, -22.423, -15.663], [-23.038, -22.685, -17.202], [-22.715, -24.071, -16.189], [-20.874, -22.428, -17.482], [-28.382, -23.404, -22.421], [-27.685, -24.344, -21.601], [-27.707, -22.553, -22.513], [-28.487, -23.827, -23.419], [-29.334, -23.051, -22.024], [-27.134, -23.795, -21.039]],
  "lowdin_charge": [-0.0462, -0.4524, -0.0323, -0.1453, -0.2035, -0.1331, -0.4643, -0.0224, -0.0662, -0.1073, -0.0090, 0.0836, 0.0771, 0.0642, 0.0807, 0.0770, 0.0618, 0.1174, 0.1099, 0.1078, 0.1161, 0.1130, 0.1198, 0.0809, 0.0783, 0.0641, 0.0727, 0.0808, 0.0809, 0.1004, -0.1569, -0.1175, 0.0765, 0.0733, 0.0619, 0.0602, -0.1078, -0.1302, 0.0598, 0.0859, 0.0817, 0.0944, -0.1696, -0.1292, 0.0895, 0.0780, 0.0696, 0.0431, -0.1856, -0.0990, 0.0794, 0.0436, 0.0842, 0.0774, -0.1476, -0.1434, 0.0709, 0.0736, 0.0747, 0.0044],
  "smiles": "CC1(C)CCCC(C)(C)N1O.CO.CO.CO.CO.CO",
  "charge": 0,
  "e_tot_ha": -1062.82764,
  "gap_ev": 8.38,
  "homo_ha": -0.2973,
  "relative_energy_kj_mol": 200.88
}

=====

No. 2
{
  "formula": "C14H40Ag3N5O5",
  "method": "ωB97M-V/def2-TZVPD",
  "species": ["Ag", "Ag", "Ag", "C", "O", "H", "H", "H", "C", "C", "C", "O", "C", "N", "H", "H", "H", "H", "H", "H", "H", "H", "H", "H", "H", "C", "C", "C", "O", "C", "N", "H", "H", "H", "H", "H", "H", "H", "H", "H", "H", "H", "C", "C", "C", "O", "C", "N", "H", "H", "H", "H", "H", "H", "H", "H", "H", "H", "H", "C", "O", "N", "N", "H", "H", "H", "H"],
  "coordinates": [[-5.362, -20.427, -11.062], [-2.968, -21.903, -10.924], [-3.916, -19.590, -8.966], [-5.098, -22.084, -9.253], [-4.143, -21.231, -9.895], [-4.722, -22.341, -8.263], [-6.027, -21.515, -9.221], [-5.169, -23.019, -9.810], [-8.117, -18.942, -8.163], [-8.283, -20.421, -8.263], [-6.945, -21.091, -7.707], [-6.822, -20.800, -6.400], [-6.026, -21.732, -5.666], [-9.531, -20.852, -7.638], [-8.330, -18.668, -7.130], [-8.941, -18.363, -8.580], [-7.185, -18.421, -8.386], [-8.237, -20.826, -9.274], [-6.067, -20.698, -8.221], [-6.962, -22.163, -7.903], [-5.599, -21.259, -4.781], [-5.303, -22.126, -6.381], [-6.635, -22.520, -5.223], [-9.735, -21.838, -7.717], [-9.893, -20.314, -6.864], [-8.200, -23.174, -12.761], [-7.289, -22.020, -12.288], [-7.573, -21.495, -10.864], [-7.020, -20.247, -10.498], [-8.060, -19.224, -10.348], [-5.903, -22.319, -12.332], [-7.919, -23.453, -13.776], [-9.271, -23.005, -12.651], [-7.842, -24.053, -12.225], [-7.477, -21.275, -13.061], [-7.293, -22.228, -10.107], [-8.661, -21.498, -10.801], [-8.221, -18.645, -11.258], [-7.637, -18.471, -9.683], [-8.923, -19.506, -9.746], [-5.601, -23.016, -11.666], [-5.536, -22.625, -13.222], [-4.303, -27.817, -12.480], [-3.904, -27.662, -11.026], [-4.193, -26.180, -10.620], [-5.612, -25.950, -10.228], [-5.910, -24.579, -10.069], [-4.730, -28.506, -10.249], [-3.990, -26.920, -13.014], [-5.389, -27.863, -12.559], [-3.788, -28.717, -12.816], [-2.831, -27.844, -11.086], [-3.918, -25.460, -11.390], [-3.633, -25.915, -9.723], [-6.941, -24.468, -9.732], [-5.813, -24.097, -11.042], [-5.074, -24.159, -9.509], [-4.149, -28.739, -9.456], [-5.355, -27.900, -9.738], [-2.929, -21.544, -6.861], [-2.009, -21.314, -6.088], [-4.080, -21.984, -6.533], [-2.764, -21.580, -8.154], [-4.077, -22.404, -5.614], [-4.740, -21.908, -7.294], [-3.575, -21.773, -8.723], [-1.928, -21.159, -8.533]],
  "lowdin_charge": [0.9279, 1.0318, 0.9336, -0.2739, -0.9036, 0.0785, 0.0164, 0.0119, -0.1363, -0.3945, -0.2507, -0.0924, -0.0670, 0.1147, 0.1169, 0.1200, 0.1081, 0.0554, 0.0651, 0.1443, 0.1290, -0.0562, 0.1152, 0.0944, 0.0993, -0.0032, -0.3956, -0.2070, -0.4157, -0.0794, -0.0107, 0.0968, 0.1019, 0.0753, 0.1532, 0.1082, 0.1581, 0.1343, 0.0542, 0.0937, 0.0061, 0.1175, -0.0665, -0.4459, -0.1277, -0.1709, -0.1143, 0.0682, 0.0662, 0.0870, 0.0914, 0.1476, 0.0994, 0.1190, 0.1397, 0.0517, 0.0684, 0.0870, 0.0665, -0.7198, 0.1167, 0.0801, 0.0888, 0.1808, 0.0516, -0.0621, 0.1219],
  "charge": 2,
  "e_tot_ha": -1646.74165,
  "gap_ev": 5.56,
  "homo_ha": -0.5108
}

=====

No. 3
{
  "formula": "C14H40BrO6",
  "method": "ωB97M-V/def2-TZVPD",
  "species": ["Br", "C", "C", "C", "O", "H", "H", "H", "H", "H", "H", "H", "H", "C", "C", "C", "O", "H", "H", "H", "H", "H", "H", "H", "H", "C", "C", "C", "O", "H", "H", "H", "H", "H", "H", "H", "H", "C", "C", "C", "O", "H", "H", "H", "H", "H", "H", "H", "H", "C", "O", "H", "H", "H", "H", "C", "O", "H", "H", "H", "H"],
  "coordinates": [[13.994, 4.522, -30.512], [12.306, 4.556, -35.891], [12.221, 4.429, -34.379], [11.065, 3.529, -33.940], [13.462, 3.882, -33.950], [12.560, 3.575, -36.299], [13.106, 5.253, -36.147], [11.373, 4.905, -36.332], [12.089, 5.415, -33.914], [10.156, 3.765, -34.504], [10.827, 3.679, -32.887], [11.340, 2.486, -34.091], [13.539, 4.087, -33.007], [14.404, 0.274, -31.463], [15.764, 0.965, -31.462], [16.842, 0.052, -31.982], [15.736, 2.074, -32.345], [13.623, 1.016, -31.275], [14.349, -0.478, -30.672], [14.216, -0.155, -32.447], [16.009, 1.273, -30.438], [16.614, -0.340, -32.973], [17.000, -0.789, -31.300], [17.780, 0.610, -32.046], [15.061, 2.686, -32.021], [12.156, 9.625, -30.765], [12.691, 8.270, -31.224], [13.291, 8.311, -32.610], [13.623, 7.827, -30.263], [11.301, 9.506, -30.095], [11.817, 10.242, -31.603], [12.915, 10.199, -30.230], [11.813, 7.608, -31.259], [14.132, 9.002, -32.665], [12.523, 8.505, -33.359], [13.690, 7.310, -32.823], [13.718, 6.864, -30.364], [9.757, 5.524, -30.603], [9.707, 4.282, -29.719], [8.357, 3.588, -29.804], [10.684, 3.322, -30.115], [9.025, 6.260, -30.264], [9.536, 5.244, -31.635], [10.753, 5.968, -30.573], [9.887, 4.581, -28.676], [7.541, 4.299, -29.663], [8.261, 2.809, -29.048], [8.272, 3.145, -30.799], [11.544, 3.769, -30.092], [16.871, 6.790, -32.467], [16.337, 5.560, -32.914], [16.132, 7.592, -32.536], [17.237, 6.704, -31.439], [17.713, 7.026, -33.117], [15.694, 5.278, -32.250], [13.893, 1.697, -27.957], [14.941, 2.572, -27.609], [13.800, 0.937, -27.183], [12.932, 2.216, -28.063], [14.070, 1.201, -28.919], [14.940, 3.279, -28.266]],
  "lowdin_charge": [0.1875, -0.0638, -0.5014, -0.0520, -0.0789, 0.0815, 0.0762, 0.0691, 0.1262, 0.0719, 0.0494, 0.0830, -0.0349, -0.0685, -0.5174, -0.0732, -0.0734, 0.0694, 0.0735, 0.0786, 0.1302, 0.0774, 0.0763, 0.0782, -0.0324, -0.0600, -0.5251, -0.0641, -0.0951, 0.0686, 0.0695, 0.0758, 0.1065, 0.0774, 0.0775, 0.0661, -0.0853, -0.0555, -0.5052, -0.0673, -0.0925, 0.0790, 0.0743, 0.0513, 0.1342, 0.0726, 0.0728, 0.0807, -0.0397, -0.1744, -0.1512, 0.0525, 0.0784, 0.0699, -0.0535, -0.1877, -0.1508, 0.0729, 0.0689, 0.0461, -0.0201],
  "charge": -1,
  "e_tot_ha": -3582.96441,
  "gap_ev": 9.37,
  "homo_ha": -0.2339,
  "relative_energy_kj_mol": 7.05
}